Entry from the OMol25 dataset: the molecule C18H32N4O5 (the ωB97M-V functional and the def2-TZVPD basis).

```
! RIJCOSX wB97M-V def2-TZVPD def2/J DEFGRID3
* xyz 0 1
C 2.6573 -1.0724 3.2016
H 3.6088 -1.0293 2.6789
H 2.7738 -0.6286 4.1867
C 1.5839 -0.3081 2.4204
N 1.3918 -0.8803 1.0941
C 2.3364 -1.0940 0.1779
O 3.5069 -0.7429 0.2665
C 1.8734 -1.8813 -1.0608
N 0.8307 -1.1887 -1.8058
C -0.4511 -1.0402 -1.4287
O -0.9275 -1.5065 -0.4072
C -1.3301 -0.3231 -2.4640
N -2.1105 0.7067 -1.7998
C -1.4992 1.4286 -0.8280
O -0.3020 1.3325 -0.6348
O -2.3590 2.2355 -0.2076
C -1.9636 2.9456 0.9981
C -0.7767 3.8672 0.7324
H -1.0009 4.5414 -0.0921
H -0.5678 4.4494 1.6249
H 0.1034 3.2821 0.4842
C -3.2014 3.7621 1.3692
H -3.4296 4.4773 0.5832
H -4.0583 3.1059 1.4988
H -3.0209 4.2965 2.2967
C -1.6396 1.9245 2.0844
H -1.2681 2.4241 2.9732
H -0.8625 1.2540 1.7300
H -2.5242 1.3420 2.3345
C -3.5350 0.4609 -1.9016
C -3.6074 -1.0395 -2.1734
H -4.5362 -1.3379 -2.6544
C -2.3817 -1.2740 -3.0555
H -2.0462 -2.3095 -3.0341
H -2.5936 -0.9933 -4.0877
H -3.4902 -1.5870 -1.2384
H -4.0352 0.7643 -0.9828
H -3.9485 1.0359 -2.7387
H -0.6988 0.1277 -3.2390
H 1.1541 -0.6184 -2.5699
H 2.7450 -1.9327 -1.7228
C 1.4647 -3.3219 -0.6932
C 2.6022 -4.0071 0.0591
H 2.8435 -3.4745 0.9749
H 2.3196 -5.0248 0.3168
H 3.4979 -4.0433 -0.5575
C 1.1184 -4.1060 -1.9574
H 0.8193 -5.1183 -1.6973
H 0.2980 -3.6347 -2.4930
H 1.9796 -4.1617 -2.6205
H 0.5811 -3.2835 -0.0518
H 0.4415 -1.1320 0.8360
H 0.6271 -0.4060 2.9417
C 1.9319 1.1953 2.4438
O 1.3357 1.9635 3.1698
N 2.9640 1.5449 1.6694
H 3.4350 0.8559 1.0908
H 3.2418 2.5118 1.6402
H 2.3642 -2.1141 3.3170
*
```

## Properties
ΔE to the lowest compared entry with this formula, charge and spin = 4.4 kcal/mol
highest occupied orbital energy = -9.07 eV
structure (SMILES) = CC(C)[C@@H](NC(=O)[C@H]1CCCN1C(=O)OC(C)(C)C)C(=O)N[C@@H](C)C(N)=O

Mulliken atomic charge list, values in e, 6 entries: C -1.58; H 0.32; H 0.47; C 0.28; N 0.35; C 0.08

---

Entry from the OMol25 dataset: a cluster of 7 separate species, C18H32NO21S2 in total (the ωB97M-V functional and the def2-TZVPD basis).

```
! RIJCOSX wB97M-V def2-TZVPD def2/J DEFGRID3
* xyz -1 1
N -5.0291 -21.7455 21.1482
O -3.7546 -21.7351 21.2432
O -5.6794 -20.7754 21.5528
O -5.6219 -22.8090 20.7799
O 0.9406 -23.2934 22.6011
S -0.1879 -23.4476 23.4415
O -1.0627 -24.6593 23.3339
O 0.5669 -23.5586 24.9028
C 1.0207 -24.7320 25.4678
C 1.8835 -24.5021 26.6427
C -1.1086 -21.9641 23.5975
H 1.4713 -25.3263 24.6787
H 0.0247 -25.2659 25.7994
H 1.3019 -24.2899 27.4833
H 2.7294 -23.8446 26.3067
H 2.3030 -25.3823 27.0004
H -2.1360 -22.2181 23.0380
H -0.5737 -21.0439 23.2749
H -1.3880 -21.9254 24.7693
O -2.4817 -16.1427 19.1100
S -2.6048 -17.5618 19.3030
O -2.2624 -18.3870 18.1134
O -1.4622 -18.0487 20.3634
C -1.2175 -17.1481 21.3263
C -0.1995 -17.4794 22.3206
C -4.1228 -18.0357 19.8826
H -2.1833 -17.0105 21.9590
H -0.9067 -16.3068 20.7906
H -0.2049 -16.7520 22.9785
H 0.9035 -17.3266 21.9345
H -0.2630 -18.5507 22.7130
H -4.8264 -18.0321 19.1331
H -4.3900 -17.5393 20.7216
H -4.0567 -18.9317 20.4198
C -0.9906 -21.2339 19.4609
C -1.9642 -21.7818 18.2903
O -1.5122 -23.2023 18.2227
C -0.7870 -23.5025 19.2937
O -0.3055 -24.6762 19.5867
O -0.3717 -22.3649 19.9355
H -1.4044 -20.6825 20.2685
H -0.1246 -20.4594 19.0023
H -1.8729 -21.3495 17.2293
H -3.1097 -21.8526 18.6639
C -4.1363 -19.7950 24.5033
C -3.6364 -18.6333 23.5596
O -2.7727 -17.9300 24.4811
C -2.4735 -18.6385 25.5020
O -1.7723 -18.2653 26.4529
O -3.1759 -19.8032 25.5837
H -4.2307 -20.8149 24.1162
H -5.1365 -19.4879 24.8524
H -4.2411 -18.0250 22.9115
H -2.9503 -18.8538 22.7134
C -5.3959 -24.9153 23.5442
C -3.9013 -24.6696 23.5950
O -3.9173 -23.5424 24.4588
C -5.0535 -23.3086 24.9992
O -5.4106 -22.4176 25.6989
O -5.9896 -24.0739 24.5893
H -5.6993 -25.9641 23.4925
H -5.7748 -24.6058 22.6722
H -3.5472 -24.3214 22.7088
H -3.3969 -25.5630 24.0568
C -2.6956 -26.9885 20.6326
C -3.9418 -26.1129 20.0737
O -4.8598 -27.0829 19.6360
C -4.2863 -28.2906 19.6881
O -4.8730 -29.3264 19.1869
O -3.1201 -28.2668 20.1539
H -2.7141 -27.0039 21.6934
H -1.7280 -26.7440 20.3901
H -3.5847 -25.5831 19.1883
H -4.2691 -25.1877 20.7797
*
```

## Properties
ΔE to the lowest compared entry with this formula, charge and spin = 0.0 kcal/mol
highest occupied orbital energy = -6.79 eV

Mulliken atomic charge list, values in e, 6 entries: N 0.82; O -0.43; O -0.66; O -0.67; O -0.63; S 1.02

---

Entry from the OMol25 dataset: a structure of composition C18H33BBr2CrN8 (the ωB97M-V functional and the def2-TZVPD basis).

```
! RIJCOSX wB97M-V def2-TZVPD def2/J DEFGRID3
* xyz 3 2
Cr 0.8786 0.5115 0.8222
C 0.5156 0.8935 4.4923
C -0.4514 0.1709 3.6203
C -1.5942 -0.4585 4.0562
C -2.2153 -0.9932 2.9246
C -3.4824 -1.7639 2.8535
N -1.4638 -0.6897 1.8620
N -0.3605 0.0256 2.2611
B -1.7275 -0.9811 0.3701
N -1.7219 0.3801 -0.3612
N -0.6615 1.2247 -0.1939
C -0.9982 2.3991 -0.7872
C -0.1912 3.6593 -0.7673
C -2.2530 2.2727 -1.3560
C -2.6938 0.9855 -1.0512
C -4.0022 0.3578 -1.3765
N -0.5305 -1.7918 -0.1558
N 0.7153 -1.2818 0.0429
C 1.6019 -2.2145 -0.3853
C 3.0875 -2.0848 -0.2976
C 0.8997 -3.3014 -0.8770
C -0.4527 -3.0103 -0.7001
C -1.6351 -3.8563 -1.0133
H 0.0340 1.1039 5.4446
H 1.3911 0.2782 4.7051
H 0.8146 1.8480 4.0647
H -1.9462 -0.5196 5.0721
H -3.8658 -1.9300 3.8566
H -4.2390 -1.2252 2.2819
H -3.3296 -2.7322 2.3769
H -2.7518 -1.5532 0.2085
H 0.8169 3.5425 -0.3759
H -0.1374 4.0925 -1.7665
H -0.6927 4.3987 -0.1408
H -2.8058 3.0352 -1.8793
H -4.5670 1.0110 -2.0362
H -3.8741 -0.6084 -1.8634
H -4.5917 0.1978 -0.4728
H 3.4311 -1.0571 -0.4121
H 3.4498 -2.4566 0.6627
H 3.5524 -2.7038 -1.0627
H 1.3145 -4.2116 -1.2770
H -1.3170 -4.7516 -1.5406
H -2.1462 -4.1664 -0.1010
H -2.3568 -3.3226 -1.6310
Br 3.0439 -0.0713 2.3540
C 3.3350 1.7946 2.7812
Br 1.9931 2.8053 1.8157
H 4.3186 2.0966 2.4421
H 3.1985 1.9436 3.8460
N 2.8525 1.1702 -4.4679
C 1.5096 1.1002 -3.7752
C 1.5179 0.3570 -2.4374
N 2.0083 1.1016 -1.2597
H 2.7447 1.5263 -5.4244
H 3.2839 0.2444 -4.5461
H 3.5161 1.7916 -3.9988
H 0.8417 0.5805 -4.4601
H 1.1472 2.1220 -3.6654
H 2.0785 -0.5758 -2.5221
H 0.4813 0.0783 -2.2453
H 1.6594 2.0558 -1.2866
H 3.0231 1.1562 -1.2469
*
```

## Properties
highest occupied orbital energy (spin up / spin down) = -17.11 / -17.14 eV

Mulliken atomic charge list, values in e, 6 entries: Cr 0.56; C -1.39; C 0.28; C -1.25; C 0.85; C -1.36

---

Entry from the OMol25 dataset: a cluster of 3 separate species, C18H33BrF6NO9PS in total (the ωB97M-V functional and the def2-TZVPD basis).

```
! RIJCOSX wB97M-V def2-TZVPD def2/J DEFGRID3
* xyz 0 1
C 0.6656 -2.7076 4.5558
C 1.6009 -1.5941 5.0130
C 2.3552 -0.8892 3.8910
Br 3.0970 -2.1424 2.5723
C 1.5789 0.2541 3.2672
O 0.1889 0.0057 3.1608
C -0.4988 1.1658 2.7338
C -1.3390 1.8115 3.8927
N -1.1481 1.1137 5.1701
C -1.3560 1.0440 1.4712
O -2.6376 0.4747 1.6293
C -2.7845 -0.7425 2.3078
S -2.1220 -2.1957 1.4519
C -4.2829 -0.9093 2.4818
C -4.8734 0.0722 3.4828
O -5.9511 -0.4762 4.2197
P -0.5281 0.4468 -0.1137
O 0.6320 -0.6281 0.3288
O 0.3407 1.7822 -0.6214
H -0.2977 -2.5732 5.0178
H 0.5117 -2.6858 3.4954
H 1.0758 -3.6691 4.8251
H 0.9961 -0.8246 5.4704
H 2.3270 -1.9318 5.7361
H 3.2290 -0.4413 4.3284
H 2.0107 0.5021 2.3079
H 1.7008 1.0815 3.9639
H 0.2507 1.9087 2.4877
H -1.0059 2.8294 4.0076
H -2.3827 1.7842 3.6287
H -0.4926 1.6139 5.7465
H -2.0176 1.0242 5.6707
H -1.5560 2.0785 1.2093
H -2.3466 -0.7619 3.3004
H -3.0256 -2.3108 0.4648
H -4.7030 -0.6735 1.5138
H -4.5475 -1.9362 2.6836
H -5.2903 0.9065 2.9377
H -4.1239 0.4882 4.1518
H -5.9230 -1.4360 4.1390
H 1.2665 -0.7745 -0.3857
H 1.0205 1.4545 -1.2300
C -1.6003 1.4274 -3.5954
C -0.6767 0.7151 -4.5573
O -1.4130 -0.0733 -5.5144
C -1.8910 0.5795 -6.5609
O -1.7733 1.7447 -6.7945
C -2.6079 -0.4075 -7.4970
F -3.3963 -1.2457 -6.8090
F -1.7018 -1.1387 -8.1686
F -3.3593 0.2470 -8.3820
H -2.2621 0.7141 -3.1056
H -1.0232 1.9462 -2.8346
H -2.2253 2.1548 -4.1144
H -0.0484 0.0058 -4.0219
H -0.0209 1.4120 -5.0779
C 6.2429 0.8328 -2.5238
C 5.5659 1.0034 -3.8662
O 4.7711 -0.1550 -4.1995
C 3.5685 -0.2102 -3.6647
O 3.0697 0.5988 -2.9366
C 2.8386 -1.4748 -4.1462
F 3.6379 -2.5456 -4.0959
F 2.4270 -1.3067 -5.4115
F 1.7680 -1.7072 -3.3801
H 6.8316 -0.0843 -2.5081
H 6.9011 1.6770 -2.3251
H 5.5111 0.7690 -1.7193
H 6.3046 1.0841 -4.6596
H 4.9477 1.8987 -3.8959
*
```

## Properties
ΔE to the lowest compared entry with this formula, charge and spin = 0.0 kcal/mol
highest occupied orbital energy = -8.08 eV
structure (SMILES) = CC[C@@H](Br)CO[C@H](CN)[C@H](O[C@H](S)CCO)P(O)O.CCOC(=O)C(F)(F)F.CCOC(=O)C(F)(F)F

Mulliken atomic charge list, values in e, 6 entries: C -1.01; C -0.34; C -0.42; Br -0.19; C -0.67; O 0.20